Record 1
Density functional theory data (ωB97M-V/def2-TZVPD) for one molecule with the formula C16H19FN2O2.

CARTESIAN COORDINATES (ANGSTROEM)
O 0.24904 0.10775 2.59417
C -0.46527 0.45991 1.68392
N -0.31688 1.62890 1.02789
C 0.73364 2.58106 1.32488
C 1.58097 2.87664 0.07542
C 0.99444 4.16728 -0.48940
C 0.69779 4.97668 0.76986
C 0.14773 3.94274 1.75787
C -1.63747 -0.38281 1.15392
C -1.81539 -1.64596 1.98824
C -1.15631 -2.75497 1.19177
O -0.96493 -3.88055 1.57996
N -0.84535 -2.26175 -0.04859
C -0.19985 -2.96132 -1.07417
C -0.31458 -2.53196 -2.39705
C 0.33291 -3.20575 -3.41621
C 1.09615 -4.31523 -3.10930
F 1.72940 -4.97381 -4.10471
C 1.22536 -4.76288 -1.80729
C 0.58087 -4.08382 -0.79271
C -1.33327 -0.91416 -0.25723
H -0.96349 1.88094 0.29682
H 1.32607 2.11739 2.11606
H 1.55657 2.04778 -0.63113
H 2.61702 3.04220 0.36956
H 1.67982 4.67741 -1.16369
H 0.06972 3.96163 -1.03233
H 1.62490 5.40367 1.15334
H -0.00393 5.78979 0.59171
H -0.94103 3.90055 1.69828
H 0.41239 4.18318 2.78518
H -2.53232 0.24392 1.15229
H -1.31400 -1.55684 2.95361
H -2.86118 -1.89974 2.16154
H -0.91793 -1.67512 -2.65039
H 0.24589 -2.87844 -4.44020
H 1.82861 -5.63096 -1.59518
H 0.67238 -4.42734 0.22314
H -0.57324 -0.31712 -0.77081
H -2.24526 -0.92890 -0.86905

Molecular weight: 290.34 g/mol
2S+1: 1
HOMO-LUMO gap: 8.8 eV
E_HOMO: -8.42 eV
Total energy: -981.0013 Ha


Record 2
Density functional theory data (ωB97M-V/def2-TZVPD) for a 2-piece molecular cluster, C16H19IN2O4 overall in a non-equilibrium geometry.

CARTESIAN COORDINATES (ANGSTROEM)
C -5.52012 -0.05359 4.15835
C -5.23957 0.85096 2.99577
C -3.84954 0.69491 2.09942
C -3.07339 -0.78649 2.12770
C -1.70827 -0.89150 1.22679
C -1.02210 0.31288 0.35221
C -1.77968 1.76569 0.32098
C -3.19691 1.90681 1.18577
I -4.25747 3.85898 1.08810
C 0.35677 -0.24116 -0.33925
O 1.02781 0.15726 -1.42675
N 0.67564 -1.42707 0.59553
O 1.07781 -1.10587 1.83882
C 1.81377 -2.20043 2.49029
C 2.49234 -1.67245 3.92495
C 4.13581 -1.68409 3.81304
C -0.66487 -2.11819 0.92263
O -0.82208 -3.44384 0.88356
H -4.77723 -0.07128 5.08707
H -6.47662 -0.72965 4.18001
H -6.03019 1.69514 2.76315
H -3.45067 -1.70985 2.74028
H -1.31978 2.62898 -0.32125
H 2.67191 -2.67382 1.82179
H 1.12930 -3.11968 2.80971
H 2.12407 -2.39598 4.79394
H 2.04629 -0.60143 4.20132
H 4.54874 -2.70801 4.26053
H 4.59468 -0.75093 4.35209
H 4.39020 -1.56196 2.65934
C 0.92317 1.05993 -4.55005
N 1.81008 1.53732 -5.59117
C 1.29837 1.66521 -6.94013
C 3.12362 1.87351 -5.34081
O 3.92427 2.28203 -6.17201
H 0.56834 0.06043 -4.81767
H 0.07169 1.74185 -4.46987
H 1.43661 1.01214 -3.58588
H 1.89214 1.03301 -7.60731
H 1.39768 2.70647 -7.26110
H 0.24826 1.36431 -6.98537
H 3.40912 1.73944 -4.28452

Molecular weight: 430.24 g/mol
2S+1: 1
HOMO-LUMO gap: 6.6 eV
E_HOMO: -8.69 eV
Total energy: -1328.6112 Ha


Record 3
Density functional theory data (ωB97M-V/def2-TZVPD) for an isolated ion of composition C16H19N2O and charge +1.

CARTESIAN COORDINATES (ANGSTROEM)
C -1.45612 -2.62140 0.65586
C -0.71153 -2.74468 -0.42747
C -1.10386 -2.27908 -1.80112
O -2.26684 -1.47527 -1.85505
C -2.24220 -0.23448 -1.34057
C -3.42352 0.51155 -1.45616
C -3.49923 1.79044 -0.95343
C -2.41094 2.36126 -0.30455
C -1.23848 1.63630 -0.19100
C -0.04367 2.16626 0.55400
N 0.08575 1.40622 1.84159
C 1.47541 1.32072 2.37424
C 2.31745 0.48750 1.44441
C 3.46863 0.98534 0.84231
C 4.17676 0.17139 -0.02632
C 3.69079 -1.10522 -0.27998
N 2.59827 -1.58349 0.28899
C 1.94189 -0.81964 1.13758
C -1.14698 0.34499 -0.70736
H -1.13327 -3.00485 1.60883
H -2.43508 -2.17002 0.62839
H 0.26035 -3.21679 -0.39025
H -0.25883 -1.76366 -2.27974
H -1.34826 -3.15355 -2.41353
H -4.26373 0.05597 -1.95394
H -4.41324 2.35264 -1.05727
H -2.47761 3.36196 0.09243
H 0.86867 1.99348 -0.02106
H -0.13524 3.23066 0.76941
H -0.24087 0.44772 1.63969
H -0.54931 1.80993 2.53787
H 1.43920 0.86263 3.36640
H 1.88265 2.32959 2.46778
H 3.80745 1.98884 1.05564
H 5.07814 0.52172 -0.50134
H 4.19383 -1.77425 -0.96308
H 1.07447 -1.28593 1.59306
H -0.21460 -0.19523 -0.62603

Molecular weight: 255.34 g/mol
2S+1: 1
Total charge: +1
HOMO-LUMO gap: 8.8 eV
E_HOMO: -11.75 eV
Total energy: -805.5759 Ha


Record 4
Density functional theory data (ωB97M-V/def2-TZVPD) for one molecule with the formula C16H19N3O4 in a non-equilibrium geometry.

CARTESIAN COORDINATES (ANGSTROEM)
C -1.71515 0.01930 -5.57511
C -0.55865 -0.40923 -4.72797
C 0.75208 -0.05245 -5.04960
C 1.78042 -0.47438 -4.23563
C 1.48260 -1.24443 -3.10936
O 2.54780 -1.64222 -2.34608
C 2.29689 -2.38470 -1.18247
C 1.59369 -1.58871 -0.13015
C 1.43200 -0.24720 0.05137
C 0.67893 -0.15493 1.25405
C 0.25532 1.15319 1.81769
O 0.35718 2.14942 1.11147
N -0.15539 1.22751 3.09973
C -0.61360 0.13702 3.92963
C -2.14449 0.11285 3.92601
C -2.70547 1.45500 4.39317
C -2.12356 2.59472 3.54795
O -2.61075 2.47324 2.23163
C -0.59169 2.51927 3.59027
N 0.42653 -1.35490 1.71805
O 0.98489 -2.24722 0.87038
C 0.14651 -1.54498 -2.87035
N -0.83268 -1.13979 -3.66033
H -1.59278 -0.34094 -6.59513
H -2.63518 -0.38036 -5.16014
H -1.77841 1.10575 -5.60547
H 0.95443 0.54577 -5.92500
H 2.81041 -0.22771 -4.44209
H 1.72380 -3.29820 -1.39552
H 3.28773 -2.67967 -0.81720
H 1.77597 0.56455 -0.55200
H -0.21584 -0.80296 3.55199
H -0.24402 0.31218 4.94630
H -2.49976 -0.69020 4.57159
H -2.48997 -0.07974 2.90974
H -3.79025 1.46024 4.28851
H -2.45522 1.62903 5.44151
H -2.44038 3.56558 3.96775
H -1.93891 2.78478 1.61279
H -0.15046 3.29428 2.95868
H -0.23962 2.64583 4.61785
H -0.17556 -2.13038 -2.01990

Molecular weight: 317.35 g/mol
2S+1: 1
HOMO-LUMO gap: 9.6 eV
E_HOMO: -8.86 eV
Total energy: -1086.2872 Ha


Record 5
Density functional theory data (ωB97M-V/def2-TZVPD) for a 2-piece molecular cluster, C16H19N3O9S overall in a non-equilibrium geometry.

CARTESIAN COORDINATES (ANGSTROEM)
O 6.31965 -1.74724 -2.31506
C 5.22602 -1.21329 -2.32062
O 4.89509 -0.24788 -3.21187
C 4.22686 -1.63705 -1.33932
C 4.60565 -2.53413 -0.34147
N 3.75718 -2.98854 0.58819
C 2.48765 -2.58686 0.58156
C 1.62423 -3.07913 1.54378
S 2.29845 -4.21932 2.75935
O 2.76644 -5.49789 2.21085
O 3.22926 -3.61621 3.72083
O 0.98920 -4.68974 3.61624
C 0.27863 -2.69139 1.57008
C -0.19999 -1.79865 0.61155
C 0.66122 -1.28960 -0.36224
C 2.01076 -1.68303 -0.38470
C 2.89957 -1.20137 -1.34799
O 2.46455 -0.31927 -2.29520
H 5.69636 -0.13267 -3.75131
H 5.62874 -2.89804 -0.29297
H 1.27196 -5.59393 3.80567
H -0.40204 -3.07571 2.32820
H -1.24288 -1.49991 0.62355
H 0.27746 -0.58997 -1.10111
H 3.24091 -0.05113 -2.83339
C -1.19388 4.41765 2.00889
N -1.86646 3.46797 1.12517
C -1.23739 2.63865 0.28476
O -0.01471 2.63419 0.18080
C -2.05133 1.63262 -0.55241
C -1.86726 1.92905 -2.04591
O -2.51533 0.94209 -2.82683
N -3.48062 1.43341 -0.21293
C -4.44253 2.35597 -0.19708
C -5.83466 1.87713 0.13922
O -4.24394 3.53688 -0.43549
H -1.91553 4.88026 2.68340
H -0.70991 5.19213 1.41113
H -0.43140 3.90163 2.59620
H -2.87452 3.51381 1.05406
H -1.56332 0.67670 -0.38007
H -2.27082 2.91453 -2.28361
H -0.80185 1.92204 -2.28139
H -3.42330 1.22408 -2.96452
H -3.76346 0.48647 -0.02188
H -6.52984 2.70929 0.02991
H -5.85722 1.51818 1.16649
H -6.12167 1.07720 -0.54048

Molecular weight: 429.41 g/mol
2S+1: 1
HOMO-LUMO gap: 8.4 eV
E_HOMO: -9.20 eV
Total energy: -1860.7577 Ha


Record 6
Density functional theory data (ωB97M-V/def2-TZVPD) for C16H19N4OPt as an isolated structure in a non-equilibrium geometry.

CARTESIAN COORDINATES (ANGSTROEM)
Pt -0.38449 0.36569 -0.17276
O -0.43336 -1.82118 -0.39930
C 0.01707 -2.55778 -1.33270
C -0.76594 -3.66612 -1.79124
C -0.30577 -4.57444 -2.70978
C 0.97147 -4.44725 -3.27184
C 1.73799 -3.36612 -2.88554
C 1.29971 -2.41631 -1.95764
C 2.16177 -1.29138 -1.60827
N 1.87271 -0.28543 -0.80814
C 2.96755 0.53735 -0.78309
C 3.94654 0.03574 -1.58160
N 3.43060 -1.13422 -2.09995
H -1.75443 -3.75477 -1.35660
H -0.94436 -5.40050 -3.00801
H 1.34965 -5.16853 -3.98479
H 2.72309 -3.26729 -3.33274
H 2.96298 1.43945 -0.19580
H 4.93771 0.37982 -1.81939
H 3.87547 -1.72714 -2.77291
C -1.20744 1.97905 -0.35012
H -1.78950 2.53157 0.40828
H -1.20308 2.56972 -1.28131
N 0.68055 -0.23296 2.22447
C 0.55351 -0.19702 3.37483
N 0.24833 -0.08242 4.66232
C -0.77636 0.84790 5.10804
C -1.87982 0.09099 5.84011
C -1.28713 -0.75381 6.96864
C -0.21685 -1.69866 6.42191
C 0.85994 -0.90403 5.68937
H -1.15415 1.38895 4.24264
H -0.31532 1.57576 5.79135
H -2.38456 -0.56327 5.12466
H -2.62043 0.79665 6.22332
H -2.07282 -1.32012 7.47316
H -0.83632 -0.09179 7.71750
H -0.67735 -2.39071 5.71183
H 0.23407 -2.29235 7.22072
H 1.60554 -1.54817 5.22722
H 1.37554 -0.24540 6.40361

Molecular weight: 478.43 g/mol
2S+1: 1
Total charge: -1
HOMO-LUMO gap: 5.0 eV
E_HOMO: -2.37 eV
Total energy: -1034.6082 Ha


molecular weight of number 3 (C16H19N2O)?
255.34 g/mol


What is the molecular weight in the sixth record?
478.43 g/mol


Look up the E_HOMO of the fourth one.
-8.86 eV


Among the records above, which one has the highest molecular weight?
C16H19N4OPt